Entry 1:
136
Properties=species:S:1:pos:R:3:mulliken_charge:R:1 method="wB97M-V/def2-TZVPD" relative_energy_kcal_mol=0.0 charge=-1 homo_ev=-6.03 total_energy_ha=-3513.0832 multiplicity=1 orbital_gap_ev=8.072
C -0.44 -2.37 4.73 -1.377
C -0.04 -3.57 3.88 0.388
Cl -1.37 -3.93 2.77 -0.187
C 1.22 -3.22 3.05 -0.131
Cl 2.63 -4.02 3.84 -0.247
O 1.15 -3.72 1.75 -0.183
C 0.87 -2.83 0.76 0.650
O 0.12 -3.15 -0.12 -0.498
O 1.51 -1.67 0.80 -0.398
C 0.73 -0.54 1.34 0.597
O 1.39 0.49 1.40 -0.718
O -0.42 -0.81 1.68 -0.581
H -1.32 -2.59 5.31 0.371
H -0.61 -1.53 4.05 0.276
H 0.41 -2.10 5.36 0.344
H 0.17 -4.42 4.51 0.494
H 1.44 -2.16 3.08 0.230
C 3.98 -5.40 -3.51 -1.764
C 2.80 -5.08 -2.60 -0.006
C 1.52 -5.86 -2.95 0.599
O 0.83 -5.39 -4.09 -0.540
C 1.33 -5.81 -5.33 -0.747
N 2.59 -3.64 -2.57 -0.369
H 3.89 -4.89 -4.48 0.263
H 4.91 -5.05 -3.06 0.396
H 4.07 -6.47 -3.69 0.412
H 3.08 -5.40 -1.58 0.553
H 0.82 -5.75 -2.12 -0.786
H 1.73 -6.93 -3.06 0.578
H 1.73 -6.83 -5.27 0.299
H 2.10 -5.14 -5.71 0.301
H 0.50 -5.81 -6.04 0.215
H 1.89 -3.42 -1.87 0.130
H 2.17 -3.37 -3.45 0.218
C -1.16 2.70 1.00 -1.231
C -2.18 2.08 1.96 0.968
C -3.63 2.45 1.64 -0.997
O -4.02 3.76 2.03 -0.390
C -3.62 4.78 1.13 -0.408
N -1.83 2.43 3.34 -0.671
H -0.98 3.76 1.19 0.180
H -0.21 2.18 1.10 0.163
H -1.50 2.59 -0.03 0.358
H -2.09 0.99 1.85 0.214
H -4.29 1.78 2.21 0.373
H -3.85 2.28 0.58 0.381
H -3.65 4.44 0.09 0.313
H -2.62 5.14 1.38 0.026
H -4.32 5.61 1.25 0.235
H -2.44 1.92 3.98 0.305
H -2.09 3.40 3.48 0.192
C -2.44 -8.73 0.65 -1.517
C -1.75 -7.44 0.22 0.232
C -0.83 -7.59 -1.00 0.708
O 0.41 -8.21 -0.73 -0.304
C 0.39 -9.62 -0.69 -0.724
N -1.04 -6.86 1.36 -0.546
H -1.76 -9.39 1.19 0.315
H -3.26 -8.51 1.33 0.386
H -2.84 -9.27 -0.21 0.266
H -2.54 -6.73 -0.06 0.526
H -0.58 -6.58 -1.35 0.189
H -1.33 -8.10 -1.83 -0.579
H -0.33 -10.03 -1.41 0.270
H 0.15 -10.00 0.31 0.243
H 1.39 -9.97 -0.95 0.264
H -0.69 -5.94 1.10 0.075
H -0.20 -7.42 1.51 0.317
C -1.81 -8.81 -7.26 -1.528
C -1.67 -7.47 -6.55 0.439
C -1.07 -7.58 -5.14 -0.228
O -1.96 -8.06 -4.15 -0.463
C -2.10 -9.46 -4.10 -0.733
N -2.96 -6.79 -6.55 -0.785
H -2.66 -9.38 -6.89 0.319
H -1.97 -8.66 -8.33 0.361
H -0.91 -9.43 -7.14 0.332
H -0.97 -6.86 -7.14 0.443
H -0.79 -6.57 -4.82 0.087
H -0.15 -8.18 -5.14 0.425
H -1.17 -9.97 -4.36 0.313
H -2.91 -9.81 -4.76 0.237
H -2.38 -9.72 -3.08 0.243
H -2.85 -5.85 -6.18 0.300
H -3.56 -7.26 -5.87 0.345
C 2.97 1.69 -5.95 -1.409
C 1.84 0.70 -6.19 0.400
C 1.54 -0.21 -4.98 -0.814
O 2.46 -1.25 -4.78 -0.242
C 3.66 -0.90 -4.10 -0.763
N 2.12 -0.07 -7.40 -0.780
H 3.95 1.20 -6.01 0.282
H 2.95 2.47 -6.71 0.349
H 2.89 2.16 -4.97 0.349
H 0.93 1.28 -6.37 0.404
H 0.58 -0.70 -5.16 0.339
H 1.43 0.38 -4.06 0.423
H 3.47 -0.13 -3.34 0.346
H 4.43 -0.55 -4.79 0.232
H 4.01 -1.80 -3.60 0.250
H 1.32 -0.65 -7.62 0.275
H 2.85 -0.74 -7.17 0.334
C -1.14 8.78 5.49 -1.126
C -1.64 9.16 4.10 0.356
C -2.16 7.98 3.28 -0.790
O -1.16 7.15 2.73 -0.413
C -0.62 6.19 3.63 -0.686
N -0.58 9.90 3.41 -0.524
H -0.16 8.31 5.46 0.230
H -1.05 9.67 6.12 0.089
H -1.83 8.09 5.98 0.374
H -2.49 9.85 4.24 0.321
H -2.70 8.38 2.42 0.372
H -2.88 7.38 3.85 0.420
H -1.38 5.82 4.33 0.297
H 0.23 6.60 4.18 0.273
H -0.25 5.35 3.04 0.299
H -0.94 10.25 2.53 0.274
H 0.13 9.23 3.13 0.256
C 1.82 14.46 6.07 -1.505
C 0.67 13.51 5.72 0.363
C 0.36 12.49 6.83 -0.688
O 1.27 11.42 6.92 -0.308
C 2.46 11.68 7.64 -0.722
N 0.95 12.88 4.44 -0.747
H 2.79 13.97 5.96 0.279
H 1.81 15.31 5.40 0.384
H 1.74 14.83 7.09 0.347
H -0.23 14.12 5.61 0.384
H -0.60 12.03 6.59 0.335
H 0.26 12.98 7.80 0.429
H 2.28 12.37 8.47 0.333
H 3.24 12.09 6.99 0.235
H 2.82 10.74 8.04 0.237
H 0.14 12.32 4.15 0.283
H 1.67 12.18 4.58 0.343

Entry 2:
10
Properties=species:S:1:pos:R:3:nbo_charge:R:1 method="wB97M-V/def2-TZVPD" relative_energy_kcal_mol=97.5 homo_ev=-9.88 total_energy_ha=-346.4133 multiplicity=1 orbital_gap_ev=10.906
C 3.19 0.46 -0.05 -0.109
N 2.35 0.18 0.70 0.235
O 1.58 -0.08 1.53 -0.373
H 3.59 1.04 -0.85 0.247
C -2.44 -0.30 0.11 -0.493
C -1.31 -0.31 -0.63 0.220
F -0.43 0.69 -0.24 -0.369
H -2.39 0.30 1.03 0.233
H -3.19 -1.13 -0.06 0.217
H -0.95 -0.85 -1.52 0.192

Entry 3:
68
Properties=species:S:1:pos:R:3:mulliken_spin:R:1 method="wB97M-V/def2-TZVPD" relative_energy_kcal_mol=10.5 charge=+2 homo_ev="-13.69 / -13.94" total_energy_ha=-4385.6265 multiplicity=3 orbital_gap_ev="7.635 / 5.078"
Au -0.77 -0.19 -0.73 0.692
C -1.91 4.36 -1.40 -0.001
N -0.67 3.89 -2.02 0.001
C 0.12 4.89 -2.72 0.001
C -0.28 2.62 -1.83 -0.014
N -1.03 1.75 -1.22 0.094
N 0.97 2.29 -2.31 0.001
C 1.69 1.12 -2.27 0.002
N 2.97 1.25 -2.66 0.003
N 1.19 0.00 -1.88 0.113
H -2.10 5.38 -1.73 0.000
H -1.83 4.37 -0.31 0.000
H -2.75 3.74 -1.70 -0.001
H -0.54 5.70 -3.03 0.000
H 0.57 4.50 -3.62 0.000
H 0.88 5.33 -2.07 0.000
H -1.90 2.10 -0.86 -0.010
H 1.51 3.08 -2.65 0.001
H 3.32 2.06 -3.16 0.001
H 3.56 0.43 -2.71 -0.002
H 1.80 -0.80 -1.90 0.008
O -0.92 -2.13 -0.20 0.070
Si -0.26 -3.19 0.76 0.045
C -0.83 -5.05 0.54 0.296
C -1.84 -5.27 -0.37 0.051
C -2.16 -6.58 -0.69 0.020
C -1.51 -7.62 -0.06 0.157
C -0.53 -7.38 0.87 -0.001
C -0.19 -6.07 1.19 0.105
C 1.56 -3.33 0.23 0.016
C 1.81 -3.87 -1.03 0.000
C 3.08 -3.88 -1.57 0.002
C 4.14 -3.35 -0.85 -0.001
C 3.91 -2.81 0.41 0.000
C 2.64 -2.81 0.94 -0.001
C -1.19 -3.03 2.44 0.117
C -0.60 -3.14 3.69 0.043
C -1.37 -3.01 4.84 0.003
C -2.74 -2.81 4.75 0.064
C -3.33 -2.70 3.50 -0.017
C -2.56 -2.81 2.36 0.060
H -2.35 -4.45 -0.84 0.000
H -2.92 -6.76 -1.44 0.003
H -1.79 -8.64 -0.30 0.003
H -0.02 -8.20 1.37 0.002
H 0.58 -5.89 1.93 0.004
H 0.99 -4.28 -1.61 0.002
H 3.25 -4.30 -2.55 0.000
H 5.14 -3.37 -1.26 0.000
H 4.74 -2.38 0.96 0.000
H 2.47 -2.37 1.92 0.000
H 0.46 -3.33 3.79 -0.001
H -0.90 -3.10 5.81 0.001
H -3.34 -2.77 5.64 0.001
H -4.40 -2.58 3.42 0.001
H -3.03 -2.74 1.39 0.000
Se -3.52 0.53 3.06 0.003
N -2.29 0.51 4.28 -0.003
C -1.10 0.44 3.70 0.006
C 0.17 0.43 4.31 -0.004
C 1.27 0.39 3.49 0.004
C 1.11 0.35 2.09 -0.002
N -0.06 0.35 1.50 0.044
C -1.15 0.40 2.26 0.001
N -2.37 0.44 1.74 0.013
H 0.26 0.48 5.38 0.000
H 2.26 0.39 3.90 0.000
H 1.97 0.33 1.43 0.002

Entry 4:
20
Properties=species:S:1:pos:R:3:nbo_charge:R:1 method="wB97M-V/def2-TZVPD" relative_energy_kcal_mol=108.7 homo_ev="-8.10 / -8.10" total_energy_ha=-436.4738 multiplicity=1 orbital_gap_ev="7.717 / 7.718"
C 0.62 1.58 -0.31 -0.079
C 0.61 -1.62 -1.16 -0.669
N -0.86 0.41 -1.53 -0.489
N -0.54 1.63 -0.98 -0.342
C -0.55 -0.82 -0.57 0.510
C 0.04 0.03 0.90 0.078
N -1.11 0.43 1.58 -0.876
C 1.20 -0.25 1.53 -0.406
O -1.61 -1.45 -0.28 -0.743
H -1.86 0.37 -1.73 0.380
H -1.29 2.10 -0.48 0.389
H -1.91 -0.12 1.27 0.413
H -1.04 0.45 2.59 0.369
H 0.83 2.41 0.35 0.219
H 1.45 1.13 -0.83 0.210
H 1.50 -1.03 -1.35 0.189
H 0.27 -2.04 -2.11 0.229
H 0.85 -2.44 -0.48 0.222
H 2.10 -0.46 0.97 0.201
H 1.28 -0.29 2.62 0.193

Entry 5:
75
Properties=species:S:1:pos:R:3:nbo_charge:R:1 method="wB97M-V/def2-TZVPD" homo_ev=-8.20 total_energy_ha=-2360.0891 multiplicity=1 orbital_gap_ev=8.609
C -1.84 -4.00 -3.31 -0.745
S -0.46 -4.00 -2.13 0.281
C -0.05 -2.30 -1.95 -0.136
C 1.08 -2.01 -1.19 -0.244
C 1.51 -0.71 -1.02 -0.116
C 0.81 0.34 -1.62 -0.204
C 1.21 1.77 -1.55 0.690
O 0.43 2.67 -1.85 -0.680
N 2.48 2.02 -1.17 -0.623
C 3.03 3.35 -1.12 -0.047
C 4.53 3.33 -1.42 -0.409
C 5.33 2.69 -0.29 -0.401
C 5.05 3.39 1.04 -0.401
C 3.56 3.35 1.35 -0.415
C 2.78 4.05 0.24 -0.046
N 1.35 4.15 0.50 -0.598
C 0.55 3.16 0.93 0.718
O 0.93 2.12 1.44 -0.695
C -0.95 3.43 0.74 -0.322
N -1.58 2.20 0.35 -0.610
C -2.03 1.34 1.30 0.670
O -2.23 1.68 2.45 -0.602
C -2.25 -0.06 0.82 -0.189
C -3.41 -0.41 0.15 -0.148
C -3.63 -1.75 -0.19 -0.199
C -4.84 -2.11 -0.99 0.978
F -4.61 -1.98 -2.33 -0.345
F -5.91 -1.34 -0.73 -0.322
F -5.23 -3.38 -0.82 -0.325
C -2.70 -2.72 0.17 -0.155
C -1.54 -2.37 0.82 -0.277
C -1.28 -1.03 1.13 0.298
N -0.11 -0.60 1.71 -0.661
C 1.00 -1.35 2.07 0.806
O 1.06 -2.56 2.03 -0.666
N 2.03 -0.56 2.45 -0.646
C 3.25 -1.10 3.02 -0.055
C 3.39 -0.65 4.48 -0.610
C 4.46 -0.66 2.20 -0.607
C -0.35 0.04 -2.34 -0.153
C -0.78 -1.26 -2.51 -0.259
H -1.53 -3.54 -4.24 0.223
H -2.07 -5.05 -3.47 0.239
H -2.70 -3.50 -2.89 0.229
H 1.62 -2.82 -0.72 0.236
H 2.37 -0.53 -0.40 0.200
H 3.07 1.26 -0.87 0.403
H 2.50 3.93 -1.89 0.227
H 4.87 4.36 -1.57 0.210
H 4.70 2.79 -2.36 0.221
H 6.40 2.76 -0.53 0.219
H 5.09 1.63 -0.20 0.188
H 5.61 2.90 1.84 0.215
H 5.38 4.43 0.98 0.196
H 3.35 3.85 2.30 0.222
H 3.22 2.32 1.44 0.223
H 3.15 5.08 0.16 0.204
H 0.90 4.89 -0.02 0.401
H -1.13 4.20 -0.02 0.213
H -1.38 3.73 1.70 0.260
H -1.33 1.85 -0.57 0.424
H -4.14 0.34 -0.10 0.232
H -2.89 -3.76 -0.07 0.231
H -0.82 -3.12 1.10 0.266
H -0.01 0.40 1.81 0.435
H 1.89 0.44 2.48 0.414
H 3.14 -2.19 2.97 0.233
H 4.28 -1.09 4.92 0.210
H 2.52 -0.97 5.05 0.221
H 3.47 0.43 4.54 0.198
H 5.37 -1.09 2.61 0.214
H 4.36 -1.00 1.17 0.207
H 4.56 0.42 2.21 0.193
H -0.89 0.85 -2.80 0.235
H -1.67 -1.44 -3.09 0.227

Entry 6:
33
Properties=species:S:1:pos:R:3:mulliken_spin:R:1 method="wB97M-V/def2-TZVPD" homo_ev="-7.82 / -8.95" total_energy_ha=-880.3566 multiplicity=2 orbital_gap_ev="6.680 / 8.545"
H 2.11 1.94 -0.93 0.009
C 1.15 1.46 -0.77 -0.475
C 0.99 -0.02 -0.77 0.153
C 0.08 -0.34 0.36 0.615
C -1.30 0.13 0.03 -0.011
C -1.29 1.55 -0.57 0.085
C 0.04 2.30 -0.48 -0.079
O 0.08 3.49 -0.14 -0.252
C -1.45 -0.83 -1.14 0.094
C 0.02 -0.62 -1.78 0.007
C 0.01 0.34 -2.87 0.860
C -2.12 -0.26 1.21 0.025
O -2.31 -1.43 1.50 -0.002
O -2.40 0.78 1.98 0.004
C -2.94 0.39 3.25 0.001
O 2.32 -0.72 -0.74 -0.010
C 2.92 -0.88 0.47 -0.009
O 2.51 -0.45 1.55 0.011
C 4.19 -1.62 0.27 0.001
H 0.45 -1.62 -2.04 -0.010
H 0.30 -1.18 1.04 -0.009
H -1.47 1.49 -1.66 -0.012
H -2.10 2.13 -0.12 -0.001
H -1.60 -1.82 -0.69 0.005
H -2.38 -0.66 -1.74 -0.004
H -0.95 0.74 -3.20 0.013
H 0.91 0.41 -3.49 -0.006
H -3.41 1.27 3.68 0.000
H -3.67 -0.45 3.16 0.000
H -2.15 -0.02 3.89 0.000
H 4.71 -1.28 -0.63 0.000
H 4.82 -1.51 1.15 0.000
H 3.96 -2.69 0.19 0.000

Entry 7:
23
Properties=species:S:1:pos:R:3:mulliken_spin:R:1 method="wB97M-V/def2-TZVPD" relative_energy_kcal_mol=3.9 charge=+1 homo_ev="-11.51 / -11.55" total_energy_ha=-8514.3825 multiplicity=4 orbital_gap_ev="6.611 / 6.201"
Tc 0.58 0.32 1.76 2.463
Se 0.23 -1.49 3.23 0.024
Se -0.28 -0.01 6.90 0.221
Te -1.21 0.07 4.79 0.093
Se 0.06 1.91 3.45 0.100
C 2.56 2.01 -0.72 0.007
S 2.69 0.43 0.02 -0.014
O 3.85 -0.24 -0.45 -0.001
O 1.36 -0.26 -0.19 0.030
O 2.63 0.69 1.52 0.044
H 2.69 1.89 -1.80 0.000
H 3.37 2.63 -0.32 0.000
H 1.59 2.45 -0.49 -0.003
N -3.09 -1.35 -2.95 0.004
C -2.23 -1.05 -1.98 0.002
N -0.96 -1.48 -2.08 0.003
N -2.69 -0.32 -0.97 0.016
C -1.96 -0.08 0.04 0.049
N -1.34 0.18 1.00 -0.037
H -2.84 -1.91 -3.75 0.000
H -4.05 -1.05 -2.85 0.000
H -0.66 -2.08 -2.83 0.000
H -0.29 -1.25 -1.36 -0.001

Entry 8:
18
Properties=species:S:1:pos:R:3:mulliken_spin:R:1 method="wB97M-V/def2-TZVPD" relative_energy_kcal_mol=39.3 charge=-2 homo_ev="1.05 / 0.14" total_energy_ha=-384.4728 multiplicity=2 orbital_gap_ev="5.750 / 6.656"
C 0.26 1.20 -1.99 0.387
O 2.05 1.59 -2.51 0.690
C 0.37 1.32 -0.43 -0.042
C -0.29 0.15 0.30 0.015
C 0.20 -0.20 1.70 0.006
O -0.44 -1.36 2.17 0.000
H 0.48 0.16 -2.16 0.023
H -0.88 1.36 -2.30 0.022
H 0.75 2.13 -2.51 -0.130
H 1.45 1.40 -0.41 0.011
H -0.06 2.28 -0.09 0.013
H 0.04 -0.71 -0.31 0.010
H -1.38 0.11 0.32 -0.003
H 1.27 -0.45 1.71 0.000
H 0.06 0.65 2.40 -0.001
H -1.09 -4.00 1.43 0.000
H -1.14 -2.36 1.51 0.000
O -1.64 -3.26 1.17 0.000